No. 1
ORCA calculation (wB97M-V/def2-TZVPD) on a molecular structure, C3H4N2OS in a non-equilibrium geometry.

Output
Total charge: 0
E_LUMO, eV: 0.6
Kohn-Sham gap, eV: 8.3
HOMO energy, eV: -7.673
Relative energy (zero: lowest compared OMol25 entry of this formula, charge and spin), kcal per mole: 121.2
Largest force on an atom, Eh/bohr: 0.12410

```
11
Properties=species:S:1:pos:R:3:forces:R:3:lowdin_charge:R:1
C -0.676353 -1.673776 -0.018792 1.5 -2.1 0.0 -0.46
N -0.694390 2.099306 0.157442 1.1 3.7 0.0 0.12
H 1.343632 1.593098 -0.136359 2.0 -1.5 -0.8 0.12
C -0.779534 0.924142 0.094354 3.0 -5.6 0.7 -0.60
S -1.822636 -0.384762 -0.083692 -1.7 -0.6 0.0 0.98
H 1.544136 -1.900409 -0.191725 -1.6 0.0 1.0 0.15
H -0.854154 -2.759058 -0.224415 -0.7 1.4 0.2 0.09
C 0.611960 -1.349728 0.164637 2.4 2.0 -2.0 -0.23
O 1.833620 0.683329 -0.308068 -0.7 2.6 -0.1 -0.09
H -1.426639 2.775718 0.115758 -0.5 0.2 0.0 0.08
N 0.920356 -0.007861 0.430862 -4.8 -0.2 1.1 -0.15
```
Positions in Å, forces in eV/Å.



No. 2
ORCA calculation (wB97M-V/def2-TZVPD) on a single C3H4N2OS2 molecule in a non-equilibrium geometry.

Output
Total charge: 0
E_LUMO, eV: 0.0
Kohn-Sham gap, eV: 9.6
HOMO energy, eV: -9.637
Structure (SMILES): SCc1onnc1S
Relative energy (zero: lowest compared OMol25 entry of this formula, charge and spin), kcal per mole: 70.7
Largest force on an atom, Eh/bohr: 0.06678

```
12
Properties=species:S:1:pos:R:3:forces:R:3:lowdin_charge:R:1
H 1.440939 0.685918 1.521204 -0.2 -0.9 -0.8 0.10
S -1.924568 -1.722515 -0.234519 2.6 -0.4 -2.1 0.73
N -1.577858 2.055790 -0.568994 -0.6 1.7 0.0 0.04
S 2.293901 -0.256234 -0.718379 -0.5 -0.1 1.8 0.67
H 3.020222 -1.075866 0.100941 -0.1 0.4 -0.7 -0.13
O -0.285665 1.824126 -0.110177 -0.8 -1.1 0.3 0.02
C -1.474333 -0.030508 -0.131031 1.1 -0.3 0.9 -0.71
H -0.780559 -2.020455 -1.273253 -2.6 0.5 2.2 0.01
H 0.743689 -0.994820 1.011290 0.8 0.0 0.7 0.06
N -2.250396 1.014690 -0.526043 -0.3 -0.1 -0.9 0.03
C 1.065042 0.003832 0.714754 -1.2 0.0 -0.9 -0.42
C -0.270419 0.516044 0.214203 1.7 0.5 -0.5 -0.39
```
Positions in Å, forces in eV/Å.



No. 3
ORCA calculation (wB97M-V/def2-TZVPD) on a single C3H4N2OS2 molecule in a non-equilibrium geometry.

Output
Total charge: 0
E_LUMO, eV: 0.5
Kohn-Sham gap, eV: 9.8
HOMO energy, eV: -9.290
Structure (SMILES): O=C1CN=C(NS)S1
Relative energy (zero: lowest compared OMol25 entry of this formula, charge and spin), kcal per mole: 17.5
Largest force on an atom, Eh/bohr: 0.05573

```
12
Properties=species:S:1:pos:R:3:forces:R:3:lowdin_charge:R:1
O -3.066711 -0.889278 0.051032 0.3 -0.1 0.3 0.03
S -0.427237 -1.060683 -0.044933 0.8 0.3 0.2 1.02
H -2.535448 1.776952 0.667563 0.8 -1.0 -0.5 0.14
H 2.656587 -0.842714 1.208452 0.6 0.1 -1.0 -0.10
C -2.023897 -0.296961 0.047343 -1.2 0.3 -0.7 -0.70
N -0.470376 1.585328 0.047522 -2.6 1.1 -0.3 0.03
C -1.894094 1.210629 -0.079638 0.4 1.4 1.0 -0.17
N 1.645036 0.820368 0.086936 0.0 -1.7 -0.2 -0.43
H -2.332093 1.564163 -1.032308 0.4 -0.5 0.1 0.13
S 2.825420 -0.380391 -0.093002 -0.7 -0.4 1.4 0.73
C 0.284767 0.599504 0.035586 1.1 -0.6 -0.3 -0.74
H 1.950426 1.754096 -0.005962 0.0 1.0 0.0 0.07
```
Positions in Å, forces in eV/Å.